(1)
Formula: C53H49Cl3HfN4P3S4
Source: the OMol25 dataset
Level of theory: ωB97M-V with the def2-TZVPD basis set

The geometry in ORCA input format:
```
! RIJCOSX wB97M-V def2-TZVPD def2/J DEFGRID3
* xyz 1 1
C -5.10844 2.15661 0.29666
C -4.04215 0.06161 -4.05596
H 4.24912 -3.80808 0.40620
H -0.80076 -0.84792 -4.26620
H 5.85785 -2.00050 -2.83298
C 1.69398 2.67954 -2.09500
H 6.41265 0.29551 -2.10133
C 3.62332 -0.21492 -0.24789
H 3.00506 0.30163 0.47433
H 3.30091 -1.06495 -5.27150
H -7.75770 1.05613 2.09581
C -1.92746 3.31187 -1.88255
H 0.54955 -7.07091 0.17789
H 0.26170 -0.00209 6.75368
H 0.34452 -4.12894 5.61489
C 2.18561 -0.35823 -3.48969
H 0.16527 -3.47774 3.25944
P -0.09480 -1.06467 1.83717
C 0.09118 -1.36306 3.66402
C -1.53282 5.50485 -0.97061
H 1.77587 -3.08932 -4.99065
C 4.27489 2.41998 2.85592
C -6.37264 2.13702 0.86664
N 1.76460 -2.28312 -4.38759
C -1.70449 -0.48637 -3.79617
C 4.12249 -2.14443 -1.58752
C 0.12092 -0.39585 4.65924
C -1.50141 -2.24307 1.55517
C -4.63775 0.02506 1.29878
N 1.47567 -1.89532 1.50183
H 3.51631 -2.13246 1.80292
H -2.50373 3.36079 1.45855
C 3.42464 -4.50932 0.36149
C -1.57984 4.64659 -2.05840
C 5.23227 -1.49655 -2.10836
C 0.23348 -0.76964 5.99261
C -4.07614 0.52336 -2.75504
H 3.19475 2.42842 2.70523
H -7.04514 2.96740 0.69839
C 3.66613 -5.84598 0.64163
N 1.02926 1.75701 -1.96526
H -1.96248 2.65712 -2.74502
S -1.57110 0.94686 2.55285
H -0.44102 -3.63933 -3.87177
H 0.07599 0.65694 4.41383
C 0.30929 -2.10703 6.34500
H 2.83057 -7.81382 0.79228
C -3.57496 -3.23760 2.31127
H 2.53195 0.28398 2.47026
H 4.66403 -6.16064 0.91647
H -4.81204 3.00048 -0.31291
C 4.73296 0.43497 -0.77327
C -4.23080 1.09483 0.51507
Cl 4.01801 3.29251 -3.09333
C 2.14334 -4.07572 0.02290
H -3.95833 -0.79776 1.46757
C -0.05782 -3.15910 -2.97127
H -4.93144 0.09331 -4.67105
C -5.90115 0.00529 1.86665
C -2.49739 -2.39688 2.52461
Cl 1.72055 5.08154 -3.14484
H -2.80992 -0.75415 -5.60877
H 4.94688 -0.28666 2.31142
C 3.31380 -1.51594 -0.64146
H 2.56612 -2.65790 3.17497
C 0.28499 -3.08060 5.35385
H -0.89280 -2.86254 -0.40301
C -2.91436 0.46073 -1.99201
H -4.55940 -4.57186 0.94286
H 0.39050 -2.39260 7.38493
H -0.90609 -2.70480 -2.46458
Hf -0.09331 -0.06189 -0.82597
S 0.26500 3.16668 3.25724
C -1.65356 -2.93490 0.36477
H 3.89383 -3.15151 -1.91694
H -2.83540 -4.27979 -0.81856
C -2.23348 3.71002 0.46909
C -2.84512 -0.42229 -4.57912
S 4.79043 1.25648 4.13435
H 4.78786 2.20033 1.91872
C -2.24702 2.82962 -0.61410
H -1.36179 5.01301 -3.05406
Cl 2.96818 4.39431 -0.61087
H -2.40758 -1.87918 3.47278
C 2.65011 -1.87593 2.41942
S 0.70669 1.82480 0.71584
N 1.17115 -0.95082 -2.75350
C -1.70733 -0.09707 -2.44127
H 2.44993 -0.44656 4.05048
H -4.31827 -3.35859 3.08846
P -2.63072 1.06016 -0.33611
H -4.98532 0.94479 -2.34250
C -0.23338 1.99102 2.22672
C 2.55962 -1.17211 -4.50258
H 2.61175 0.58780 -3.23313
C -3.71213 -3.92084 1.10733
P 1.75862 -2.28489 -0.09312
C -1.86526 5.03220 0.29369
C 2.63728 -6.77205 0.57611
C -6.77126 1.06475 1.65214
H 0.10640 -4.72213 -0.27698
H -6.20288 -0.83385 2.47931
C 2.93868 -0.52259 3.08399
C 4.43141 -0.29032 3.27705
H 4.96958 1.43867 -0.44304
C 5.54140 -0.20589 -1.70106
H 4.88070 -1.08167 3.88032
H -1.84029 5.69509 1.14787
C 1.35958 -6.35641 0.23108
H -1.25515 6.54142 -1.10632
C 1.11532 -5.01876 -0.04015
H 0.38229 -3.92802 -2.33583
C 0.18193 -2.70971 4.02461
C 0.94374 -2.12399 -3.33262
C -2.74922 -3.75904 0.12693
C 2.57669 3.85729 -2.22498
H 4.57692 3.41237 3.18637
*
```

Values from the calculation:
HOMO-LUMO gap: 6.2 eV
energy relative to the best compared isomer or geometry (same formula, charge and spin): 59.3 kcal per mole
HOMO: -9.2 eV
F_max: 0.789 eV Å⁻¹

=====

(2)
Formula: C53H50HfN5OP3S
Source: the OMol25 dataset
Level of theory: ωB97M-V with the def2-TZVPD basis set

The geometry in ORCA input format:
```
! RIJCOSX wB97M-V def2-TZVPD def2/J DEFGRID3
* xyz 4 1
C 4.40904 2.56213 3.33517
C 3.56855 2.56137 -3.34756
C -0.92211 -0.67997 2.30211
H -5.55952 -2.14369 -5.31666
C -0.26408 4.54401 2.93616
H 0.86699 2.62430 -0.55902
H 0.64990 -3.03837 2.58483
C 0.27720 -3.98481 -5.71181
C 1.61301 -2.05978 -5.14331
H -3.90258 -0.08365 3.82912
H 2.46852 3.15106 2.67063
C 2.76545 -0.85673 4.13856
H -3.14799 -2.13077 0.14574
H 0.25582 5.47865 6.14431
C -2.89131 3.10090 1.74029
C 1.36564 -3.15734 -5.95838
C -2.39829 -6.16878 -0.44174
H -1.41294 2.82959 -1.29748
C -0.83069 -4.61648 -1.39346
C 4.35990 0.68066 1.30551
C 3.52467 -1.77197 4.85141
H -5.53322 3.33385 -0.39297
N 2.93478 0.65092 -1.86440
S -0.14222 1.45403 -2.73247
C -4.98817 -1.63119 -4.55460
C -3.51538 -0.31216 -2.62619
C -0.13685 3.15617 3.08633
C -3.77394 -2.15526 -4.13555
H -4.04212 -3.51338 -1.74150
C -0.11411 5.37426 4.03390
H 5.33852 2.60542 -2.16461
H 5.40346 1.48933 -3.54097
C -3.21092 -4.14211 -1.44542
C -3.45703 -5.34148 -0.79642
H -4.47421 -5.64172 -0.58395
C 0.27029 3.45511 5.43607
C -3.02456 -1.50162 -3.15684
H -3.71436 2.91324 -2.03968
H 0.90926 3.68098 -4.35580
C -4.73206 0.21038 -3.02541
N 2.92343 3.42592 -4.06759
C -5.47186 -0.45754 -3.99377
H 2.02953 -3.37686 -6.78387
H 0.47880 3.03260 6.40975
C -4.51565 3.16754 -0.06537
N 1.61470 3.14121 -3.87211
C -0.33651 -2.58847 -3.85090
P 0.79784 -0.05285 2.44046
H -2.93495 0.28812 -1.90484
H -5.11008 1.12901 -2.59874
H -1.39486 -4.38403 -4.44374
H 6.34118 1.77107 3.82237
H 0.96642 -0.11818 -0.27605
C 5.03689 2.46011 -3.20320
C -1.84306 2.86321 0.83686
Hf -1.13941 0.45903 -0.43319
H -4.75536 -1.15183 1.76203
C -3.20710 -0.42512 3.07263
C -3.51369 2.91640 -0.97521
C 1.22658 2.52353 0.47283
H -6.42309 -0.05547 -4.31581
H 1.72936 3.45560 0.72505
N 2.15723 1.39825 0.55974
H -0.27184 -6.46796 -0.47685
H 4.32184 -1.42736 5.49604
H 0.29650 1.55588 4.46801
C 1.41767 2.10958 -3.06350
O -0.92830 -1.19874 -1.53535
C 5.45261 0.75531 2.15305
C 5.48174 1.70170 3.16982
C 2.22543 -3.58343 3.92343
C 0.76369 -1.76704 -4.08912
C 1.52013 0.08922 0.68299
H 2.47268 -1.43288 -5.34337
H -1.50419 0.27220 4.15044
H 0.09882 -4.84902 -6.33683
H 4.35569 -0.06024 0.51223
H 3.63276 0.05778 -2.30306
H -3.41599 -3.07892 -4.57241
H 4.42703 3.30562 4.12091
C -2.18559 2.72978 -0.53517
H 2.26828 -0.70169 0.60753
P -0.27411 2.23577 1.53314
P -1.50908 -2.25283 -2.56931
C -1.89442 -3.77439 -1.74416
H 3.84303 -3.84078 5.30661
H 0.18733 -4.35584 -1.66103
C 0.14099 2.61736 4.33759
C 1.73205 -1.31012 3.31492
C -2.79329 -1.54868 0.98793
C -3.68996 -1.03112 1.90950
H -0.70934 -1.96174 0.58627
C 0.14564 4.82938 5.28597
C -4.19181 3.26531 1.29085
C -1.40650 -1.40274 1.20422
H 5.49753 3.23245 -3.81434
C -1.84788 -0.24031 3.26063
H -0.20281 6.44545 3.91232
C 3.29959 2.47928 2.49967
C 3.27789 1.54203 1.47526
H -2.68020 3.19839 2.79712
C -0.57196 -3.71119 -4.65368
H -2.59648 -7.11136 0.05137
C 3.25418 -3.12896 4.74362
C -1.08763 -5.80690 -0.73633
H 2.97737 0.20454 4.21538
C 1.46171 -2.67902 3.20757
H 3.29155 1.03186 -0.99127
N 2.65973 1.72222 -2.71026
H -4.96911 3.49440 2.00946
H -0.48102 4.98193 1.96769
H 6.28875 0.08357 2.01262
H 0.95243 -0.92133 -3.44393
H 2.01821 -4.64277 3.85451
*
```

Values from the calculation:
HOMO-LUMO gap: 5.5 eV
HOMO: -17.5 eV
F_max: 0.770 eV Å⁻¹

=====

Which value of HOMO-LUMO gap does entry 2 give?
5.5 eV

=====

Among the records above, which one has the highest HOMO-LUMO gap?
C53H49Cl3HfN4P3S4

=====

The highest HOMO belongs to which entry?
C53H49Cl3HfN4P3S4

=====

Which of these has the highest HOMO-LUMO gap?
C53H49Cl3HfN4P3S4